# 1
# H24O12

A 12-piece molecular cluster, H24O12 overall (ωB97M-V/def2-TZVPD, the Open Molecules 2025 dataset).

## Properties
* gap between HOMO and LUMO: 10.307 eV
* multiplicity: 1
* SMILES string: O.O.O.O.O.O.O.O.O.O.O.O
* ΔE to the lowest compared entry with this formula, charge and spin: 3.1637 eV
* LUMO energy: -0.5 eV
* E_HOMO: -10.8 eV

```
36
H24O12 | the Open Molecules 2025 dataset | ωB97M-V/def2-TZVPD
O 1.82549 -1.69513 -3.06409
O -3.62016 1.09102 -1.72227
O -0.58238 -2.72732 -1.08688
H 0.92177 2.95378 -0.09472
H -0.05334 -2.04223 -1.54101
H -0.82065 1.15549 -2.23584
O -4.07664 -0.35521 0.32021
H -3.82641 0.13235 1.10155
O 2.60498 -3.26978 0.41741
H 2.54685 -1.24241 -2.61438
H 2.30172 -2.50651 -3.29632
O -0.32780 1.62333 2.35354
H 1.92089 1.45112 4.00767
H 0.29067 0.40208 -2.60020
H -1.40914 -0.60516 0.37234
H 2.14522 -2.88931 1.19659
H 3.24109 1.91251 3.27842
H -2.38978 -2.33771 1.55039
O -1.36664 0.30601 0.07869
H 1.84196 3.56509 -1.13915
O 0.13785 1.22711 -2.09523
H -0.84148 1.69099 1.54027
O 2.90254 1.35249 4.01879
H -3.51490 -0.26193 -0.46405
H -0.05839 2.54810 2.43835
H -4.11285 1.29248 -2.51762
H -3.45157 1.75406 -1.05556
O 1.10751 3.80746 -0.56030
H 3.43061 -2.79125 0.61344
H -3.38545 -2.81610 2.38253
H 3.32030 1.11464 -1.05675
H 2.89016 0.66884 0.32446
H 0.10530 -3.29543 -0.66488
O -2.59538 -3.20529 1.96291
O 3.36339 1.37486 -0.12504
H -0.46532 0.61695 -0.02325
```

---

# 2
# C22H24N6O3

The molecule C22H24N6O3 (ωB97M-V/def2-TZVPD, the Open Molecules 2025 dataset).

## Properties
* gap between HOMO and LUMO: 8.567 eV
* multiplicity: 1
* SMILES string: COc1ccc(N2C[C@H](C(=O)NCc3nnnn3-c3ccc(C)c(C)c3)CC2=O)cc1
* ΔE to the lowest compared entry with this formula, charge and spin: 0.3371 eV
* LUMO energy: 0.6 eV
* E_HOMO: -8.0 eV

```
55
C22H24N6O3 | the Open Molecules 2025 dataset | ωB97M-V/def2-TZVPD
H 9.31525 -0.28410 0.04401
C 1.92710 -0.51424 -0.85561
C 5.70639 1.38417 -0.43699
C 6.56614 -0.57423 0.64305
C -4.78211 -0.29921 0.36055
C 6.78768 0.68605 0.10021
C 4.21999 -0.43166 0.09910
C -3.86341 0.72789 0.19621
H -3.21265 3.76881 0.93932
N -4.29812 -3.66602 0.90184
C 9.12029 0.65738 0.56787
N -1.39137 -2.02022 -1.58085
C 2.46674 -1.97058 0.89666
H 1.46534 0.41499 -0.49780
C 0.87210 -1.62353 -0.87684
C 4.44176 0.83717 -0.43680
C 1.01073 -2.23261 0.52141
C -4.27779 2.05058 0.24403
C -3.27228 3.14121 0.05087
O 3.06813 -2.53085 1.78188
H 9.95823 1.33513 0.41207
H -2.29025 2.72100 -0.14766
H -1.11820 -2.99085 -1.59403
C 5.29772 -1.12570 0.63781
C -6.11813 -0.01806 0.60874
O 7.99442 1.31745 0.04334
C -6.52414 1.30090 0.66503
N -4.37568 -1.64483 0.31292
N 2.93390 -0.99513 0.07159
H -6.81576 -0.82696 0.75814
H 9.00898 0.46071 1.63902
H -7.56321 1.52414 0.85688
C -3.54624 -2.30800 -0.53695
H 5.88238 2.36456 -0.85029
H -5.56806 4.30609 1.32280
H 7.37336 -1.14554 1.07273
H -3.17294 -2.26956 -2.61686
C -6.09395 3.76361 0.53813
H -2.81562 0.51380 0.04826
H -3.55552 3.77911 -0.78549
C -5.62572 2.34379 0.47840
H 3.62630 1.41024 -0.84815
H 1.11536 -2.37004 -1.63764
C -0.53253 -1.09029 -1.10897
H -5.89402 4.27249 -0.40430
H -7.16089 3.81082 0.73850
N -4.82549 -2.55389 1.18840
H 0.38107 -1.70790 1.24485
O -0.85547 0.06002 -0.89302
H -2.96104 -0.69036 -1.80920
H 2.36637 -0.33921 -1.84003
H 5.14366 -2.10092 1.06740
H 0.77872 -3.29464 0.57387
N -3.50587 -3.56589 -0.15493
C -2.81167 -1.76708 -1.71351
```

---

# 3
# C2H4ClNO2

C2H4ClNO2 as an isolated structure (ωB97M-V/def2-TZVPD, the Open Molecules 2025 dataset).

## Properties
* gap between HOMO and LUMO: 10.211 eV
* multiplicity: 1
* ΔE to the lowest compared entry with this formula, charge and spin: 3.2287 eV
* LUMO energy: 0.3 eV
* E_HOMO: -9.9 eV

```
10
C2H4ClNO2 | the Open Molecules 2025 dataset | ωB97M-V/def2-TZVPD
O 0.46915 1.93683 -0.12059
H 1.63290 0.00098 -1.69623
H -0.50629 -0.67622 1.61300
H 2.01562 -1.31349 1.04929
Cl -1.62831 -0.48215 -0.35859
N 1.47766 -0.02359 -0.41733
C 0.45556 0.74203 0.17030
O 1.65238 -1.40022 0.11816
C -0.71999 0.11482 0.94880
H -1.19024 0.91645 1.35609
```